The following is a DFT calculation (the ωB97M-V functional and the def2-TZVPD basis) of a cluster of 2 separate species, C8H12N2O3S in total at a distorted geometry.

Properties
Energy above the lowest of the compared OMol25 structures with the same formula, charge and spin (kcal/mol): 73.4
LUMO level (spin up / spin down) (eV): 0.46 / 0.46
Total charge: 0
Frontier orbital gap (spin up / spin down) (eV): 6.94 / 6.94
Electronic energy (a.u.): -1045.31264

Geometry as XYZ:
```
26
Properties=species:S:1:pos:R:3:forces:R:3:lowdin_charge:R:1
C 0.54786 0.80686 -0.96519 1.7 2.2 -1.6 -0.166
C -0.13308 -0.30428 -1.12864 0.0 -0.5 -1.0 -0.143
C 0.35824 0.83185 1.42202 -0.6 0.3 1.4 -0.711
C 3.59467 0.15329 -1.36569 -1.0 -2.6 -0.8 -0.450
C -1.84990 0.91781 0.44032 -0.1 0.5 1.8 -0.401
C -3.07125 0.24697 -0.07032 0.5 2.4 -0.1 0.021
C 1.38292 -1.71791 1.53035 0.1 -1.0 0.0 -0.423
C -0.52588 -1.49187 -1.53856 -0.7 1.4 -0.4 0.009
N 0.82573 1.43150 0.25615 -0.5 -0.5 -0.6 -0.073
N -1.00885 0.40064 1.32777 1.4 1.3 -1.0 0.078
O 3.78697 1.25917 -1.20693 0.7 2.7 0.6 0.222
O 3.34135 -0.95610 -1.59488 0.3 -0.1 0.2 0.194
O -1.78074 2.25315 0.13365 -1.5 -2.0 -0.3 0.089
S 1.40517 -0.13814 2.40731 -0.2 0.7 0.1 0.820
H 0.91262 1.43027 -1.91283 -1.0 -1.5 2.0 0.177
H -2.66523 -0.37830 -0.84129 -0.7 -0.6 -0.6 0.038
H -3.60853 1.15400 -0.48488 -0.1 -1.6 0.3 0.120
H -3.58522 -0.28052 0.71363 -0.4 -0.3 0.1 0.088
H 1.48034 -2.49245 2.35214 -0.5 0.5 -1.2 0.041
H 2.17990 -1.90867 0.77601 -0.4 0.4 0.6 0.027
H 0.41324 -1.65360 0.97656 0.8 -1.0 0.7 0.005
H 0.20834 -2.22480 -1.77719 0.4 -0.7 0.1 0.055
H -1.56791 -1.68017 -1.85504 0.6 -0.1 0.4 0.060
H 1.39874 2.25446 0.34159 0.1 -0.2 -0.5 0.127
H -1.13633 -0.46842 1.82521 -0.7 -0.3 -0.4 0.140
H -0.90318 2.55526 0.23870 2.0 0.6 0.3 0.058
```
Positions in Å, forces in eV/Å.



The following is a DFT calculation (the ωB97M-V functional and the def2-TZVPD basis) of an isolated molecule of C8H12N2O6 at a distorted geometry.

Properties
Energy above the lowest of the compared OMol25 structures with the same formula, charge and spin (kcal/mol): 176.9
LUMO level (eV): 0.24
Total charge: 0
Frontier orbital gap (eV): 7.02
Electronic energy (a.u.): -872.74568

Geometry as XYZ:
```
28
Properties=species:S:1:pos:R:3:forces:R:3:lowdin_charge:R:1
C 2.41507 -0.81186 2.36074 0.2 -0.6 -0.9 -0.071
C 2.62732 0.23374 1.28260 1.5 -1.0 -0.5 -0.224
O 1.61838 0.04381 0.26731 0.1 1.4 -1.8 -0.019
C 1.83996 0.69365 -0.93945 1.7 0.7 -1.0 -0.339
O 2.92491 1.16675 -1.32382 -2.1 -1.2 1.3 0.080
C 0.68814 0.80630 -1.89486 -3.5 -0.4 1.8 -0.086
C -0.66525 0.75832 -1.62137 0.1 0.1 -0.7 -0.030
C -1.30152 0.62892 -0.29224 0.3 1.5 2.5 -0.364
O -0.91096 1.39364 0.61004 -1.3 -2.3 -1.9 0.098
O -2.26794 -0.33269 -0.15969 0.8 0.6 -0.1 0.009
C -2.65055 -0.64501 1.20645 0.3 0.5 0.8 -0.206
C -1.71175 -1.68214 1.81955 -0.1 0.6 0.1 -0.055
N -1.38042 0.79434 -2.83750 -0.8 -3.0 2.5 -0.141
O -2.69316 1.22502 -2.98861 0.6 1.7 0.3 0.069
O -0.52064 0.93604 -3.89798 0.7 1.3 -1.7 0.007
N 0.73782 0.91940 -3.26916 3.4 -1.0 0.4 0.052
H 3.27901 -0.78709 3.03412 -0.3 0.0 0.0 0.081
H 1.48288 -0.66188 2.89073 -0.1 0.1 0.2 0.063
H 2.37471 -1.81039 1.86506 0.1 0.6 0.5 0.094
H 2.65718 1.22884 1.68979 -0.6 0.6 0.0 0.121
H 3.64191 0.09090 0.83059 -0.9 0.0 0.1 0.130
H -2.69018 0.29621 1.76875 0.3 -0.3 -0.1 0.119
H -3.65347 -1.05673 1.26775 -0.2 0.1 -0.9 0.116
H -0.69622 -1.29622 1.85874 0.1 0.0 -0.1 0.053
H -2.02089 -1.89690 2.86156 0.0 -0.1 -0.6 0.091
H -1.72799 -2.56895 1.18569 0.0 -0.1 0.3 0.082
H -2.97950 1.04483 -3.89869 0.5 -0.4 0.3 0.121
H 1.58313 1.28916 -3.67610 -0.7 0.7 -0.8 0.150
```
Positions in Å, forces in eV/Å.



The following is a DFT calculation (the ωB97M-V functional and the def2-TZVPD basis) of a cluster of 2 separate species, C8H12N2OS in total at a distorted geometry.

Properties
2S+1: 3
Energy above the lowest of the compared OMol25 structures with the same formula, charge and spin (kcal/mol): 68.1
LUMO level (spin up / spin down) (eV): 0.78 / -2.45
Total charge: 0
Frontier orbital gap (spin up / spin down) (eV): 5.52 / 6.24
Electronic energy (a.u.): -894.69417

Geometry as XYZ:
```
24
Properties=species:S:1:pos:R:3:forces:R:3:lowdin_charge:R:1
C 1.84324 1.58487 0.81589 1.1 0.3 -1.2 -0.107
C 2.53527 0.41383 1.15125 -2.6 3.5 0.8 -0.073
C 1.86116 2.05658 -0.49119 -3.3 3.0 2.2 -0.083
C 3.31173 -0.21927 0.19402 0.6 0.4 -4.2 -0.066
C 2.50193 1.30019 -1.50399 1.4 -2.6 1.9 -0.065
C 3.24178 0.21593 -1.10228 -0.9 0.4 1.6 -0.085
C -1.99730 2.18451 -0.12643 1.5 0.4 -0.8 -0.146
C -3.13788 -0.11375 0.01150 -1.2 0.8 -1.1 -0.558
N -2.46974 1.04065 0.54747 -0.4 -1.8 1.0 -0.311
N -3.42656 -0.34293 -1.33486 1.8 3.1 -0.2 0.069
O -0.82195 -0.40549 -0.78724 1.4 -0.3 -1.2 -0.531
S -1.47107 -0.34492 0.51613 0.9 -0.3 1.5 0.956
H 1.44722 2.13817 1.63657 -0.8 0.4 0.2 0.094
H 2.30605 0.08847 2.08246 -0.1 -1.5 2.7 0.069
H 1.18493 2.91326 -0.83170 1.1 -1.1 0.8 0.121
H 3.89180 -1.02568 0.31483 2.0 -2.8 1.2 0.065
H 2.55717 1.51300 -2.46609 -0.2 1.5 -4.1 0.056
H -1.10568 2.49808 0.48269 -1.1 0.6 -0.4 0.087
H -2.87001 2.84976 -0.16673 0.8 0.4 -0.3 0.096
H -1.50745 1.94276 -1.11328 -0.9 0.4 0.5 0.083
H 3.75648 -0.27784 -1.82648 1.5 -1.5 -1.9 0.078
H -3.98593 -0.39394 0.53498 -1.2 -0.7 1.7 0.095
H -3.90896 -1.17903 -1.45680 -0.5 -1.5 -0.8 0.062
H -2.64503 -0.03067 -1.94147 -1.0 -1.2 0.2 0.093
```
Positions in Å, forces in eV/Å.



The following is a DFT calculation (the ωB97M-V functional and the def2-TZVPD basis) of a cluster of 2 separate species, C8H12N3OS in total at a distorted geometry.

Properties
Energy above the lowest of the compared OMol25 structures with the same formula, charge and spin (kcal/mol): 90.8
LUMO level (spin up / spin down) (eV): -5.76 / -5.74
Total charge: +1
Frontier orbital gap (spin up / spin down) (eV): 6.28 / 6.30
Electronic energy (a.u.): -949.30616

Geometry as XYZ:
```
25
Properties=species:S:1:pos:R:3:forces:R:3:lowdin_charge:R:1
C -2.89189 0.74532 0.11767 2.0 -0.9 -2.2 -0.031
C -2.29457 0.18319 -1.06048 -0.8 0.7 -0.2 -0.076
C -1.93311 1.08695 1.05250 0.8 1.7 2.1 -0.096
C -0.95846 0.20630 -1.37113 2.0 0.6 1.6 -0.020
C -0.52180 0.91881 0.95857 -1.2 0.6 -2.2 -0.009
C -0.02013 0.56746 -0.33995 -0.7 -0.1 0.6 -0.300
C 2.39050 1.01824 -0.36920 0.4 -0.9 1.0 -0.736
C -0.59954 -2.36525 1.04112 -0.5 -2.2 -1.4 0.042
N 2.40615 2.34954 -0.33973 1.0 1.3 0.2 0.145
N 1.31326 0.34764 -0.59736 0.0 -1.3 0.0 0.047
N 1.31654 -2.07892 -0.20905 -0.9 0.4 -1.1 0.179
O 0.03849 -2.17319 -0.27221 1.3 -0.5 0.5 -0.146
S 3.82272 0.10179 0.19395 0.0 0.3 -0.8 0.861
H -3.95198 1.00702 0.00371 0.5 -0.3 1.0 0.125
H -2.91201 -0.13226 -1.86119 -0.9 -0.1 -0.6 0.098
H -2.13384 1.72938 1.93483 -0.7 -0.8 -0.5 0.119
H -0.45125 0.11242 -2.34744 -1.0 -0.6 0.4 0.135
H 0.06013 1.39981 1.74953 0.2 -0.7 -0.3 0.119
H -1.46148 -1.78267 0.94358 -1.1 1.3 0.5 0.060
H 0.07168 -2.21876 1.85314 0.5 0.5 0.4 0.100
H -0.97376 -3.42334 0.99529 0.6 0.8 0.2 0.129
H 1.51200 2.76880 -0.34624 -1.1 0.4 -0.2 0.101
H 3.14927 3.07285 -0.27554 -0.2 -1.7 0.0 0.154
H 3.41534 -1.11959 -0.25823 0.1 0.8 0.3 -0.132
H 1.60774 -2.32153 -1.19611 -0.2 0.8 0.7 0.132
```
Positions in Å, forces in eV/Å.



The following is a DFT calculation (the ωB97M-V functional and the def2-TZVPD basis) of a cluster of 2 separate species, C8H12N3OS in total at a distorted geometry.

Properties
2S+1: 3
Energy above the lowest of the compared OMol25 structures with the same formula, charge and spin (kcal/mol): 0.0
LUMO level (spin up / spin down) (eV): -3.53 / -6.51
Total charge: +1
Frontier orbital gap (spin up / spin down) (eV): 4.25 / 5.95
Electronic energy (a.u.): -949.29337

Geometry as XYZ:
```
25
Properties=species:S:1:pos:R:3:forces:R:3:lowdin_charge:R:1
C -3.27802 -0.61750 0.67276 -1.4 -0.5 1.5 -0.054
C -2.95154 -1.37809 1.84848 0.5 -2.3 1.1 -0.022
C -2.30053 -0.42025 -0.24076 2.5 -0.8 0.9 -0.045
C -1.66981 -1.83806 2.12735 -1.4 -0.2 0.4 -0.077
C -0.99871 -0.74779 0.05794 -1.1 1.9 -3.2 -0.231
C -0.65374 -1.40172 1.21817 1.7 -1.9 4.0 -0.425
C 1.25605 -0.56941 0.05146 -0.4 0.6 -1.4 -0.589
C 0.05459 -0.13314 -2.16158 2.9 0.9 2.0 0.039
N 0.11666 -0.39303 -0.68822 -2.0 -1.5 -0.2 -0.040
N 2.37679 -0.03606 -0.35430 3.5 -0.1 1.5 -0.015
N 2.55789 0.94577 -1.32237 -2.0 -0.9 -0.4 0.091
O 2.35615 2.99050 0.57614 -1.5 -1.0 0.3 -0.053
S 1.04712 -1.41693 1.47719 -1.0 -0.6 0.7 1.222
H -4.23157 -0.17207 0.46425 -0.4 -0.2 0.4 0.112
H -3.69179 -1.88265 2.51065 0.1 1.1 -0.6 0.134
H -2.50115 0.24169 -0.96712 -0.5 1.9 -3.0 0.084
H -1.55371 -2.54752 2.98254 0.3 0.9 -1.0 0.128
H -0.78609 -0.48567 -2.69885 -1.1 -0.4 0.2 0.091
H 0.17327 0.93929 -2.05008 -0.3 0.3 -1.8 0.092
H 1.00122 -0.56623 -2.53971 -0.8 0.4 -0.2 0.103
H 3.20269 -0.18928 0.27240 -1.1 0.1 -0.7 0.184
H 3.47396 0.83667 -1.59654 2.4 -0.4 -1.3 0.083
H 2.50707 1.85199 -0.92738 -0.5 1.2 1.0 0.047
H 1.46748 3.33787 0.83384 1.6 0.2 -0.3 0.090
H 3.02572 3.65163 0.45374 -0.1 1.0 0.2 0.051
```
Positions in Å, forces in eV/Å.



The following is a DFT calculation (the ωB97M-V functional and the def2-TZVPD basis) of a cluster of 4 separate species, C8H12N4 in total.

Properties
Energy above the lowest of the compared OMol25 structures with the same formula, charge and spin (kcal/mol): 44.9
LUMO level (eV): 0.36
Total charge: 0
Frontier orbital gap (eV): 11.60
Electronic energy (a.u.): -531.01313

Geometry as XYZ:
```
24
Properties=species:S:1:pos:R:3:forces:R:3:lowdin_charge:R:1
C -2.10469 2.76667 -0.52708 -0.2 0.6 -0.1 -0.073
C -3.23218 3.53991 0.01080 0.1 -0.2 -0.3 -0.283
N -4.11271 4.16801 0.39204 0.0 0.0 0.1 0.123
H -2.40264 1.75023 -0.76611 0.1 -0.1 0.3 0.078
H -1.28723 2.83014 0.18712 0.1 -0.3 0.0 0.073
H -1.77234 3.22936 -1.45613 0.0 0.1 0.0 0.083
C 2.12227 -0.26011 -5.16903 0.5 0.6 -0.1 -0.102
C 2.61836 -1.57561 -4.84976 -0.4 -0.2 0.0 -0.321
N 3.06103 -2.59945 -4.60089 0.2 -0.5 0.1 0.123
H 1.05130 -0.19730 -5.32895 0.0 -0.3 0.1 0.076
H 2.64989 0.05681 -6.07202 -0.2 0.2 0.1 0.081
H 2.39897 0.38123 -4.32998 -0.2 0.1 -0.2 0.068
C -0.11596 -1.87817 5.99380 0.0 0.3 -0.2 -0.063
C -0.19769 -1.73263 4.53585 -0.1 -0.1 0.3 -0.258
N -0.30703 -1.60288 3.40171 0.1 0.0 0.0 0.144
H -0.47424 -2.85466 6.30547 0.0 0.0 0.0 0.082
H -0.73087 -1.10163 6.44616 0.0 -0.1 0.1 0.083
H 0.90640 -1.73619 6.33616 0.0 -0.1 -0.1 0.081
C 0.20390 -0.50889 0.38954 0.2 -0.5 0.1 -0.096
C 0.53565 -0.53552 -1.02687 -0.4 0.4 0.4 -0.269
N 0.80329 -0.55913 -2.13748 0.2 0.0 -0.6 0.152
H -0.78112 -0.92935 0.58090 0.1 -0.2 -0.1 0.073
H 0.20750 0.48691 0.82455 0.3 0.1 -0.2 0.072
H 0.96014 -1.13775 0.86020 -0.2 0.1 0.4 0.072
```
Positions in Å, forces in eV/Å.



The following is a DFT calculation (the ωB97M-V functional and the def2-TZVPD basis) of a cluster of 2 separate species, C8H12N4 in total at a distorted geometry.

Properties
Energy above the lowest of the compared OMol25 structures with the same formula, charge and spin (kcal/mol): 105.7
LUMO level (eV): 0.97
Total charge: 0
Frontier orbital gap (eV): 9.89
Electronic energy (a.u.): -530.91630

Geometry as XYZ:
```
24
Properties=species:S:1:pos:R:3:forces:R:3:lowdin_charge:R:1
C -3.56163 1.98162 -0.18007 0.4 -1.1 -0.3 0.109
C -3.22395 0.84636 -0.44325 -0.5 1.6 0.4 -0.141
C -2.80247 -0.51666 -0.75480 0.1 -0.2 -0.1 -0.181
C -1.35818 -0.78432 -0.37043 -0.4 -0.2 0.1 -0.328
C -0.97225 -2.13269 0.09449 -0.3 -0.4 -0.1 -0.132
N -1.00956 -1.00486 1.02486 -0.3 -0.1 -0.1 0.011
H -3.85172 2.99079 0.04475 0.1 -0.4 -0.1 0.025
H -2.93197 -0.69913 -1.82962 0.0 0.0 0.1 0.124
H -3.45611 -1.22834 -0.24108 0.0 0.0 0.0 0.119
H -0.63822 -0.19416 -0.90930 0.3 0.2 -0.1 0.126
H -1.76852 -2.88189 0.16640 0.3 0.2 -0.1 0.107
H 0.01368 -2.52763 -0.12334 0.0 0.1 0.1 0.090
H -1.83908 -1.03278 1.59892 -0.3 -0.1 0.1 0.099
C 3.21294 -0.17356 -1.50406 0.2 0.0 -0.4 -0.026
N 2.42347 0.22151 -0.36006 0.0 -0.2 -0.1 -0.294
N 2.08605 -0.64156 0.58900 0.1 0.1 0.0 0.091
C 1.38511 0.08905 1.44416 -0.1 -0.3 1.0 -0.185
C 1.32295 1.39966 0.95852 0.0 0.0 0.2 -0.152
N 1.99180 1.45235 -0.18792 0.0 0.1 -0.1 0.081
H 2.68454 -0.96018 -2.07335 0.3 0.4 0.3 0.085
H 4.19523 -0.55231 -1.17200 -0.5 0.2 -0.2 0.087
H 3.34291 0.72347 -2.12930 0.0 -0.5 0.3 0.087
H 0.95128 -0.35482 2.36093 0.5 0.5 -1.0 0.105
H 0.84060 2.26817 1.37860 0.1 0.0 -0.1 0.093
```
Positions in Å, forces in eV/Å.



The following is a DFT calculation (the ωB97M-V functional and the def2-TZVPD basis) of an isolated molecule of C8H12N4OS at a distorted geometry.

Properties
Energy above the lowest of the compared OMol25 structures with the same formula, charge and spin (kcal/mol): 139.9
LUMO level (eV): 0.36
Total charge: 0
Frontier orbital gap (eV): 8.22
Electronic energy (a.u.): -1004.28813

Geometry as XYZ:
```
26
Properties=species:S:1:pos:R:3:forces:R:3:lowdin_charge:R:1
C 1.57306 0.46660 -0.99690 1.6 -1.7 2.3 -0.129
C 2.80380 -0.09088 -0.78566 -1.3 1.2 -0.4 -0.425
C -1.00823 0.53849 -2.04389 -1.0 0.1 0.2 0.019
C -2.41273 0.83117 -2.22337 0.1 0.2 -1.4 -0.407
C 1.36636 -1.55901 0.94449 -0.6 -2.0 -1.3 -0.419
C 0.37911 -0.35470 1.07416 1.1 -1.5 0.9 -0.553
C 0.85628 0.53059 2.20133 1.3 -2.2 1.5 -0.032
C -0.98718 -0.97043 1.44544 1.3 1.2 -3.0 -0.015
N -1.74588 1.27174 -0.07995 1.7 -0.2 0.7 0.086
N -3.14008 0.67167 -3.29427 -0.7 0.7 2.5 0.081
N 0.42784 0.38463 -0.17425 0.9 -0.2 0.5 -0.028
N -0.71563 0.74924 -0.76006 -3.6 0.7 -1.2 -0.127
O -2.78777 1.36480 -0.96555 0.7 -0.8 -1.1 0.006
S 3.08582 -1.23745 0.47206 0.2 0.1 0.7 0.877
H 1.39739 1.17378 -1.69873 0.0 2.0 -2.3 0.080
H 3.70904 0.27998 -1.32765 -1.2 -0.6 0.3 0.086
H -0.28895 0.14038 -2.70156 0.3 -0.5 -0.6 0.112
H 1.38257 -2.05168 1.96873 0.1 0.3 -1.5 0.102
H 1.02118 -2.31710 0.05973 0.2 1.7 2.4 0.141
H 0.37611 1.42451 2.22672 -2.1 2.5 0.0 0.048
H 1.87087 0.83665 2.00573 0.7 -0.3 0.3 0.071
H 0.74215 0.06266 3.24832 0.4 0.5 -1.7 0.133
H -1.49769 -0.12984 1.77472 -1.6 1.1 0.9 0.045
H -0.81314 -1.65903 2.21567 -0.1 -1.3 0.7 0.075
H -1.44404 -1.27805 0.48447 -0.1 -0.7 1.0 0.107
H -4.15026 0.92128 -3.06976 1.6 -0.3 -0.4 0.065
```
Positions in Å, forces in eV/Å.